{"formula": "C30H33N5Pt", "method": "ωB97M-V/def2-TZVPD", "species": ["Pt", "C", "C", "N", "C", "C", "N", "C", "C", "N", "C", "C", "N", "C", "C", "C", "C", "C", "C", "C", "N", "H", "H", "H", "H", "H", "H", "H", "H", "H", "H", "H", "H", "H", "H", "H", "H", "H", "H", "H", "H", "H", "H", "H", "C", "C", "C", "C", "C", "C", "C", "C", "C", "C", "C", "C", "C", "C", "C", "H", "H", "H", "H", "H", "H", "H", "H", "H", "H"], "xyz": [[0.168, 0.271, -1.517], [0.194, -4.308, -1.017], [-0.023, -2.858, -1.335], [0.863, -1.964, -1.363], [2.299, -2.115, -1.274], [2.907, -1.459, -2.527], [2.375, -0.108, -2.774], [3.160, 0.986, -2.215], [2.419, 2.286, -2.435], [1.135, 2.330, -1.685], [0.121, 3.244, -2.263], [-0.619, 2.627, -3.444], [-1.079, 1.315, -3.042], [-2.191, 0.797, -3.373], [-3.198, 1.461, -4.269], [-2.447, -0.582, -2.817], [-3.647, -1.268, -2.872], [-3.700, -2.545, -2.330], [-2.559, -3.122, -1.787], [-1.394, -2.376, -1.770], [-1.386, -1.144, -2.253], [1.102, -4.454, -0.438], [0.272, -4.894, -1.937], [-0.643, -4.711, -0.446], [2.628, -3.155, -1.233], [2.639, -1.605, -0.372], [2.661, -2.080, -3.388], [3.996, -1.449, -2.423], [2.269, 0.032, -3.769], [4.160, 1.046, -2.656], [3.279, 0.816, -1.142], [2.203, 2.404, -3.499], [3.056, 3.121, -2.140], [1.320, 2.611, -0.730], [0.575, 4.184, -2.585], [-0.598, 3.467, -1.476], [0.049, 2.508, -4.301], [-1.422, 3.300, -3.745], [-2.707, 1.901, -5.136], [-3.711, 2.264, -3.733], [-3.947, 0.763, -4.630], [-4.526, -0.829, -3.323], [-4.627, -3.103, -2.352], [-2.588, -4.131, -1.397], [0.118, 0.309, 0.456], [0.087, 0.323, 1.683], [0.067, 0.384, 3.068], [1.247, 0.837, 3.781], [2.143, 1.731, 3.173], [3.260, 2.169, 3.852], [3.521, 1.697, 5.136], [2.663, 0.786, 5.738], [1.530, 0.361, 5.071], [-1.130, -0.029, 3.770], [-1.442, 0.495, 5.036], [-2.604, 0.114, 5.679], [-3.464, -0.795, 5.075], [-3.175, -1.311, 3.814], [-2.028, -0.922, 3.159], [1.925, 2.096, 2.178], [3.931, 2.881, 3.389], [4.403, 2.036, 5.664], [2.883, 0.403, 6.726], [0.890, -0.386, 5.523], [-0.803, 1.244, 5.482], [-2.847, 0.532, 6.647], [-4.372, -1.094, 5.584], [-3.852, -2.016, 3.350], [-1.791, -1.318, 2.180]], "nbo_charge": [1.023, -0.693, 0.307, -0.441, -0.254, -0.219, -0.663, -0.234, -0.236, -0.567, -0.227, -0.262, -0.479, 0.344, -0.701, 0.160, -0.195, -0.127, -0.198, 0.172, -0.440, 0.244, 0.257, 0.240, 0.210, 0.221, 0.214, 0.207, 0.384, 0.212, 0.205, 0.205, 0.227, 0.411, 0.221, 0.227, 0.222, 0.227, 0.252, 0.259, 0.246, 0.245, 0.249, 0.245, -0.151, -0.185, 0.151, -0.065, -0.165, -0.202, -0.127, -0.211, -0.158, -0.069, -0.145, -0.217, -0.122, -0.204, -0.160, 0.214, 0.232, 0.239, 0.242, 0.235, 0.234, 0.242, 0.238, 0.231, 0.223], "homo_energy_ha": [-0.474, -0.471], "e_lumo_ev": [-6.785, -6.838], "e_above_lowest_kj_mol": 0.0, "charge": 2}

{"formula": "C30H33N9O6", "method": "ωB97M-V/def2-TZVPD", "species": ["C", "C", "N", "H", "H", "H", "C", "C", "N", "H", "H", "H", "C", "C", "N", "H", "H", "H", "C", "C", "N", "H", "H", "H", "C", "C", "N", "H", "H", "H", "C", "C", "N", "H", "H", "H", "C", "C", "C", "C", "C", "C", "N", "O", "O", "H", "H", "H", "H", "H", "C", "C", "C", "C", "C", "C", "N", "O", "O", "H", "H", "H", "H", "H", "C", "C", "C", "C", "C", "C", "N", "O", "O", "H", "H", "H", "H", "H"], "xyz": [[-5.124, 3.199, -2.248], [-6.068, 3.468, -1.177], [-6.797, 3.674, -0.320], [-4.154, 3.659, -2.100], [-5.532, 3.587, -3.187], [-5.040, 2.128, -2.413], [-0.927, 2.381, 3.394], [0.136, 1.615, 2.751], [0.969, 0.958, 2.321], [-1.883, 1.888, 3.253], [-0.963, 3.352, 2.894], [-0.664, 2.509, 4.438], [1.094, 0.486, -2.735], [1.242, -0.260, -3.974], [1.351, -0.827, -4.975], [1.183, 1.558, -2.935], [1.866, 0.220, -2.015], [0.099, 0.341, -2.314], [-2.080, 0.177, -5.197], [-1.611, 1.541, -5.357], [-1.190, 2.610, -5.442], [-1.681, -0.217, -4.260], [-1.792, -0.492, -6.002], [-3.162, 0.159, -5.066], [0.207, -3.739, -3.674], [-0.309, -2.909, -2.607], [-0.683, -2.230, -1.760], [1.206, -4.102, -3.421], [0.258, -3.219, -4.625], [-0.391, -4.649, -3.774], [-1.900, 0.315, 0.382], [-2.365, 0.760, -0.937], [-2.628, 1.153, -1.978], [-0.942, -0.180, 0.249], [-2.647, -0.382, 0.755], [-1.813, 1.194, 1.011], [1.941, -3.852, 0.410], [2.789, -4.585, 1.235], [3.605, -3.949, 2.153], [3.561, -2.570, 2.244], [2.714, -1.834, 1.442], [1.904, -2.476, 0.514], [4.470, -1.878, 3.162], [4.393, -0.673, 3.225], [5.222, -2.568, 3.823], [1.276, -4.353, -0.284], [2.849, -5.662, 1.157], [4.255, -4.555, 2.767], [2.668, -0.755, 1.488], [1.208, -1.847, -0.025], [1.740, 3.299, -0.738], [0.387, 3.112, -0.491], [-0.568, 3.489, -1.424], [-0.156, 4.247, -2.504], [1.176, 4.488, -2.743], [2.138, 3.983, -1.878], [-1.159, 4.783, -3.441], [-2.327, 4.612, -3.156], [-0.765, 5.340, -4.440], [2.431, 2.874, -0.019], [0.066, 2.632, 0.423], [-1.627, 3.328, -1.285], [1.494, 5.052, -3.609], [3.190, 4.081, -2.107], [1.559, -3.094, 5.983], [0.814, -1.976, 6.348], [-0.173, -1.487, 5.506], [-0.333, -2.104, 4.290], [0.471, -3.157, 3.869], [1.421, -3.663, 4.731], [-1.324, -1.589, 3.347], [-1.406, -2.132, 2.273], [-1.978, -0.611, 3.685], [2.245, -3.514, 6.707], [0.973, -1.567, 7.337], [-0.761, -0.626, 5.787], [0.302, -3.479, 2.848], [2.049, -4.492, 4.434]], "lowdin_charge": [-0.089, -0.289, 0.114, 0.041, 0.089, 0.060, -0.050, -0.292, 0.192, 0.070, 0.090, 0.091, -0.062, -0.272, 0.148, 0.068, 0.085, 0.045, -0.085, -0.258, 0.169, 0.043, 0.079, 0.081, -0.065, -0.262, 0.176, 0.089, 0.062, 0.087, -0.058, -0.250, 0.181, 0.058, 0.082, 0.054, -0.072, -0.069, -0.029, -0.160, -0.012, -0.071, -0.352, 0.085, 0.072, 0.101, 0.109, 0.121, 0.084, 0.075, -0.078, -0.075, -0.017, -0.150, -0.007, -0.069, -0.359, 0.048, 0.071, 0.109, 0.063, 0.090, 0.123, 0.110, -0.059, -0.055, -0.001, -0.150, 0.004, -0.062, -0.327, 0.076, 0.051, 0.112, 0.109, 0.119, 0.112, 0.106], "homo_energy_ha": -0.373, "e_lumo_ev": -0.929, "e_above_lowest_kj_mol": 0.0, "smiles": "O=[N+]([O-])c1ccccc1.O=[N+]([O-])c1ccccc1.O=[N+]([O-])c1ccccc1.CC#N.CC#N.CC#N.CC#N.CC#N.CC#N"}

{"formula": "C30H34Br2N4O7PS4Tc", "method": "ωB97M-V/def2-TZVPD", "species": ["Tc", "Br", "C", "C", "C", "Br", "C", "C", "C", "C", "N", "C", "C", "O", "H", "H", "H", "H", "C", "C", "O", "P", "S", "S", "O", "C", "C", "H", "H", "H", "H", "H", "H", "H", "H", "H", "H", "C", "C", "C", "O", "C", "H", "H", "H", "H", "H", "H", "H", "H", "O", "S", "O", "N", "C", "O", "C", "C", "C", "C", "C", "C", "H", "H", "H", "H", "C", "C", "C", "C", "N", "C", "S", "N", "C", "H", "H", "H", "H", "H", "H", "H", "H"], "xyz": [[0.772, -0.264, 0.869], [1.510, 4.910, 0.086], [2.800, 3.483, 0.293], [4.205, 3.716, 0.326], [5.079, 2.715, 0.639], [6.871, 3.197, 0.955], [4.683, 1.365, 0.780], [5.587, 0.290, 1.024], [5.051, -0.974, 1.290], [3.678, -1.171, 1.171], [2.811, -0.167, 0.917], [3.302, 1.090, 0.708], [2.348, 2.162, 0.510], [1.081, 1.883, 0.772], [4.658, 4.689, 0.261], [6.676, 0.461, 0.948], [5.726, -1.853, 1.451], [3.249, -2.125, 1.368], [0.054, -7.232, 1.624], [-0.119, -5.971, 0.733], [-0.619, -4.903, 1.666], [-1.149, -3.421, 1.382], [-2.395, -2.739, 2.639], [0.693, -2.383, 1.524], [-1.615, -3.505, -0.152], [-3.051, -3.256, -0.604], [-2.919, -2.764, -2.031], [-0.181, -8.079, 0.957], [-0.682, -7.160, 2.415], [1.087, -7.338, 2.004], [-0.844, -6.107, -0.091], [0.849, -5.607, 0.304], [-3.433, -2.454, 0.017], [-3.670, -4.173, -0.394], [-2.594, -1.719, -1.999], [-3.830, -2.830, -2.621], [-2.143, -3.329, -2.577], [-0.568, 0.997, 4.943], [0.770, 0.271, 5.293], [1.546, 0.245, 3.989], [0.545, 0.556, 2.915], [-0.824, 0.649, 3.511], [-0.417, 2.083, 5.002], [-1.393, 0.705, 5.606], [0.619, -0.722, 5.723], [1.364, 0.811, 6.049], [2.051, -0.695, 3.833], [2.297, 1.057, 3.979], [-1.251, -0.320, 3.412], [-1.439, 1.379, 2.986], [-3.472, 1.376, -2.953], [-3.850, 1.132, -1.607], [-5.149, 0.598, -1.230], [-2.662, 0.154, -0.843], [-2.051, 0.780, 0.118], [-1.262, 0.150, 0.922], [-2.451, 2.197, 0.312], [-1.881, 3.272, 1.030], [-2.340, 4.601, 0.833], [-3.432, 4.849, 0.016], [-3.874, 3.822, -0.832], [-3.416, 2.539, -0.627], [-1.062, 3.094, 1.736], [-1.817, 5.413, 1.332], [-3.798, 5.887, -0.085], [-4.491, 4.004, -1.718], [-0.314, -1.004, -6.254], [-0.098, -0.263, -4.967], [-0.325, 1.105, -4.855], [0.005, 1.801, -3.659], [0.449, 1.081, -2.610], [0.576, -0.241, -2.664], [1.078, -1.119, -1.284], [0.351, -0.917, -3.822], [-0.044, 3.251, -3.436], [-0.647, -0.313, -7.004], [-1.086, -1.773, -6.097], [0.615, -1.505, -6.562], [-0.784, 1.617, -5.733], [0.515, -1.916, -3.791], [-0.149, 3.824, -4.411], [0.927, 3.534, -2.931], [-0.886, 3.519, -2.728]], "lowdin_spin": [1.617, 0.002, 0.009, -0.002, 0.006, 0.001, -0.001, 0.006, -0.001, 0.009, 0.002, -0.001, 0.001, 0.031, 0.000, 0.000, 0.000, 0.000, 0.000, 0.001, 0.005, 0.030, 0.025, 0.146, 0.006, 0.001, 0.000, 0.000, 0.000, 0.000, 0.000, 0.001, 0.000, 0.000, 0.000, 0.000, 0.000, 0.000, 0.000, 0.001, 0.002, 0.001, 0.000, 0.000, 0.000, 0.000, 0.000, 0.000, 0.000, 0.000, 0.001, 0.000, 0.000, 0.005, 0.004, 0.050, 0.001, 0.000, 0.000, 0.000, 0.000, 0.000, 0.000, 0.000, 0.000, 0.000, 0.000, 0.001, 0.005, 0.001, 0.006, 0.008, 0.012, 0.006, 0.000, 0.000, 0.000, 0.000, 0.000, 0.000, 0.000, 0.000, 0.000], "homo_energy_ha": [-0.270, -0.268], "e_lumo_ev": [-0.614, -0.773], "s_squared": 2.0146, "multiplicity": 3}

no.,electronic energy (eV)
1,-42326.1977
2,-57331.7700
3,-246870.4172